No. 1
C35H37F5OP2TeV as an isolated structure. Source: OMol25; level of theory: ωB97M-V/def2-TZVPD.

Last column: Mulliken spin population.
CARTESIAN COORDINATES (ANGSTROEM)
Te: 1.26404 -1.75482 -0.32430  0.01
V: 1.17061 -0.83269 -3.77565  3.04
P: 1.49590 0.28144 -8.13926  0.01
P: -0.22552 -1.72635 -7.84376  0.01
F: 0.98082 0.10970 -0.46649  0.01
F: 1.66059 -1.45818 1.50080  0.00
F: 3.06629 -1.38877 -0.66451  0.00
F: 1.74962 -3.52984 0.09597  0.00
F: -0.48578 -1.99947 0.31218  0.00
O: 0.86469 -1.95206 -2.11546  0.02
C: 1.16440 4.11130 -6.75070  0.00
C: -1.91838 -3.66518 -11.09359  0.00
C: -3.05191 -3.38088 -5.36138  0.00
C: -2.48447 2.78466 -0.46233  0.00
C: -0.55126 -2.86231 -9.25381  0.01
C: 0.79141 2.85187 -7.18539  0.00
C: 2.46484 0.62959 -9.74915  0.00
C: -0.73935 2.55189 -2.36595  -0.03
C: -2.46728 0.18539 -0.44411  0.00
C: -1.12217 -1.33701 -5.30581  -0.06
C: 3.22621 1.78780 -9.92010  0.00
C: -0.12026 0.66037 -8.84128  0.00
C: -1.14414 2.87662 -1.12414  0.01
C: 2.96896 2.00711 -6.55196  0.00
C: 1.73749 1.82681 -7.20388  0.00
C: -2.92154 -2.57912 -4.23855  0.00
C: -1.23222 1.27964 -3.01845  0.05
C: 3.31762 1.37336 -12.30047  0.00
C: -2.57435 1.48248 0.33982  0.00
C: -1.04200 -0.26295 -8.45462  0.00
C: -1.95569 -1.59401 -4.23295  0.04
C: 0.37344 -3.88932 -9.52874  0.00
C: -2.75422 1.00511 -2.85748  0.02
C: -2.23144 -3.19126 -6.47119  0.00
C: -1.64899 -2.72405 -10.10813  0.00
C: 3.62071 2.17381 -11.20169  0.00
C: 3.35972 -0.18015 -3.43876  -0.14
C: -1.04474 -4.73152 -11.30028  0.00
C: 2.27845 -0.24716 -10.82833  0.00
C: -1.29373 -2.16115 -6.45118  0.06
C: 0.12666 -4.82800 -10.54027  0.00
C: 2.43275 4.34300 -6.24288  0.00
C: 2.67927 0.14555 -12.10415  0.00
C: 3.32093 3.27687 -6.10141  0.00
C: -2.87815 0.00110 -1.71013  0.00
H: -2.44576 -0.72260 0.15373  0.00
H: -0.61909 0.44278 -2.59434  -0.06
H: -0.41725 -0.43969 -5.33558  0.00
H: -0.39883 3.20151 -0.39187  0.00
H: -0.96496 1.29047 -4.06611  0.03
H: 3.48858 2.40621 -9.06461  0.00
H: -2.29693 -1.86891 -10.01679  0.00
H: 4.02513 0.28300 -4.19022  0.00
H: 1.77834 -1.20388 -10.67586  0.00
H: -0.21522 2.69698 -7.55528  0.00
H: -1.87509 -0.98917 -3.35489  -0.04
H: 4.16065 3.10550 -11.32763  0.00
H: 2.66930 0.55206 -2.98952  -0.02
H: -1.25342 -5.49050 -12.05227  0.00
H: -3.15780 -1.01968 -2.07105  0.00
H: -2.65206 3.64231 0.22206  0.00
H: -3.34012 2.82749 -1.13634  0.00
H: 2.73776 5.33638 -5.94658  0.00
H: 3.65494 1.15986 -6.44609  0.00
H: 4.06789 -0.41401 -2.64328  0.01
H: -2.80244 -3.57498 -11.71804  0.00
H: -1.79817 1.45450 1.09513  0.00
H: -0.29896 1.57410 -9.42473  0.00
H: 3.60231 1.69864 -13.30145  0.00
H: -2.32294 -3.82663 -7.35179  0.00
H: 0.84324 -5.63998 -10.73001  0.00
H: -3.78080 -4.16898 -5.36297  0.00
H: -3.49786 1.49208 0.94829  0.00
H: 4.30258 3.42168 -5.65779  0.00
H: 0.16158 2.99560 -2.84206  -0.01
H: 0.44993 4.91500 -6.81945  0.00
H: -3.21281 1.98361 -2.67952  0.00
H: 2.49210 -0.49792 -12.95514  0.00
H: -2.12906 -0.17784 -8.49243  0.00
H: -3.52804 -2.70976 -3.35114  0.00
H: 1.28911 -3.95838 -8.93953  0.00
H: -3.24836 0.60324 -3.77886  0.00

The value obtained for the orbital gap (alpha / beta) is 0.2399 / 0.2399 hartree. The multiplicity is 4. The charge is 0. As for the expectation value of S²: 3.79. For the LUMO energy (alpha / beta), the calculation gives -0.0259 / -0.0259 hartree. The value obtained for the energy relative to the best compared isomer or geometry (same formula, charge and spin) is 14.6 kcal/mol.

No. 2
A 2-piece molecular cluster, C4H12N2O overall. Source: OMol25; level of theory: ωB97M-V/def2-TZVPD.

Last column: Mulliken spin population.
CARTESIAN COORDINATES (ANGSTROEM)
O: -1.49187 -4.54037 1.53955  1.28
N: 0.28662 -0.52136 -2.96998  -0.10
N: 0.23850 2.88929 0.91236  -0.03
C: -0.47899 1.59760 0.93999  0.27
C: 0.14332 0.16658 -1.74178  0.35
C: 0.85750 -0.02984 -0.61921  0.30
C: 0.42937 0.38735 0.80311  0.12
H: 1.02544 -1.21054 -2.98009  -0.04
H: -0.14122 -0.50739 1.08218  0.27
H: 0.96034 2.97713 1.61978  -0.10
H: 0.26305 0.12170 -3.74081  -0.07
H: -2.22747 -3.90486 1.64407  -0.33
H: 1.29056 0.44866 1.46556  -0.05
H: -0.17481 1.19129 -1.89580  0.00
H: -1.13818 1.62607 0.05347  0.22
H: 1.59727 -0.80874 -0.47256  -0.11
H: -1.03749 1.69756 1.87540  -0.62
H: 0.74556 3.05916 0.04922  0.05
H: -1.14750 -4.63930 2.43553  -0.41

The value obtained for the orbital gap (alpha / beta) is 0.0893 / 0.3137 hartree. The multiplicity is 2. The charge is -1. As for the expectation value of S²: 0.75. For the LUMO energy (alpha / beta), the calculation gives 0.1343 / 0.1313 hartree. The value obtained for the energy relative to the best compared isomer or geometry (same formula, charge and spin) is 38.5 kcal/mol.

No. 3
One molecule with the formula C4H5NO2. Source: OMol25; level of theory: ωB97M-V/def2-TZVPD.

Last column: natural (NBO) charge in e.
CARTESIAN COORDINATES (ANGSTROEM)
O: 2.65850 -0.29685 -0.64477  -0.50
O: -1.31769 -1.36544 -0.91137  -0.54
N: -0.63622 -0.03970 0.90902  -0.47
C: 0.69706 0.41739 0.44997  -0.17
C: 1.45207 -0.23054 -0.67397  0.40
C: -0.52958 1.17557 0.11556  -0.23
C: -1.22645 -1.17021 0.27341  0.56
H: 1.33929 0.74805 1.26193  0.23
H: -0.76278 2.08756 0.65728  0.22
H: -0.88291 1.13079 -0.91281  0.22
H: -1.65137 -1.86385 1.01118  0.13
H: 0.86008 -0.59278 -1.53544  0.14

The value obtained for the orbital gap is 0.3861 hartree. As for the SMILES: O=C[C@H]1CN1C=O. The multiplicity is 1. The charge is 0. For the LUMO energy, the calculation gives 0.0184 hartree. The value obtained for the energy relative to the best compared isomer or geometry (same formula, charge and spin) is 50.2 kcal/mol.

No. 4
One molecule with the formula C9H8N2O. Source: OMol25; level of theory: ωB97M-V/def2-TZVPD.

Last column: natural (NBO) charge in e.
CARTESIAN COORDINATES (ANGSTROEM)
O: 1.11874 2.22442 -0.12657  -0.69
N: -0.09050 -2.24740 0.12398  -0.41
N: -2.33331 2.33857 0.62406  -0.31
C: 0.73105 -1.49465 2.22930  -0.26
C: 0.75832 -0.17797 1.73432  -0.14
C: -0.59628 -0.56853 -1.63924  -0.43
C: -0.14508 -0.98690 -0.25919  0.21
C: 0.45307 -2.53831 1.31347  0.06
C: -0.35094 0.98366 -1.73034  -0.39
C: -1.28953 2.01486 0.28774  0.24
C: 0.24979 0.09162 0.46330  -0.09
C: 0.00104 1.40296 -0.27846  0.18
H: 0.56933 1.08218 -2.48499  0.21
H: 0.58316 -3.50537 1.63155  0.19
H: -1.74157 -0.65625 -1.83938  0.22
H: 1.12453 -1.84953 3.16469  0.22
H: 1.30616 2.70143 -0.98759  0.49
H: -0.25147 -1.02672 -2.54734  0.24
H: 1.01974 0.69486 2.41882  0.23
H: -1.11625 1.51706 -2.09811  0.22

The value obtained for the orbital gap is 0.3753 hartree. As for the SMILES: N#C[C@]1(O)CCc2ncccc21. The multiplicity is 1. The charge is 0. For the LUMO energy, the calculation gives 0.0167 hartree. The value obtained for the energy relative to the best compared isomer or geometry (same formula, charge and spin) is 45.6 kcal/mol.

No. 5
C12H13CeN4O10P2S2 as an isolated structure. Source: OMol25; level of theory: ωB97M-V/def2-TZVPD.

Last column: Mulliken spin population.
CARTESIAN COORDINATES (ANGSTROEM)
Ce: 1.03558 0.18889 1.69380  1.00
S: 0.74961 2.71100 0.30489  0.00
S: -0.81565 -0.18657 -2.12746  0.00
P: 1.74951 1.38474 4.58787  0.00
P: -1.10475 0.48528 4.33696  0.00
O: -1.75338 2.01650 4.27751  0.00
O: 0.28833 0.76856 5.14438  0.00
O: -1.93931 -0.49805 5.03032  0.00
O: 1.12582 2.54992 3.57292  0.00
O: 2.28062 0.37515 3.59562  0.00
O: 2.66968 1.68434 5.66106  0.00
O: 0.19561 -0.49835 -3.11190  0.00
O: -1.66554 -1.27984 -1.67480  0.00
O: -0.76865 0.26418 2.87224  0.00
O: 2.66529 -0.93682 0.14458  0.00
N: 1.13517 -2.43212 0.88298  0.01
N: -0.19822 0.46859 -0.68605  0.00
N: 2.07761 -2.52986 -1.29706  0.00
N: -0.55600 -3.81292 1.45171  0.00
C: 1.17804 -3.43386 -1.69483  0.00
C: -2.14686 3.90487 -3.14299  0.00
C: 1.98464 -1.95933 -0.04465  0.00
C: 0.28235 -3.43138 0.49858  0.00
C: -1.32690 3.64927 -2.05185  0.00
C: 0.29378 -3.97858 -0.82114  0.00
C: -2.49369 1.55424 -3.66298  0.00
C: -0.20438 1.72473 -0.74685  0.00
C: -1.58370 1.29554 -2.63736  0.00
C: -2.75157 2.87950 -3.86831  0.00
C: -1.09859 2.30982 -1.83498  0.00
C: 3.15566 -1.97021 -2.17284  0.00
H: 4.10227 -2.49817 -1.88665  0.00
H: -3.40831 3.31752 -4.66356  0.00
H: 1.15073 -3.69056 -2.76965  0.00
H: 0.26284 2.83994 3.89280  0.00
H: -0.48394 -4.62161 -1.15855  0.00
H: 3.16862 -0.86335 -2.14382  0.00
H: -2.40336 2.31538 4.92477  0.00
H: -0.55490 -3.28200 2.26909  0.00
H: 2.99429 -2.28688 -3.11828  0.00
H: -1.22747 -4.46797 1.22287  0.00
H: -2.35773 4.93017 -3.44072  0.00
H: -0.78946 4.34553 -1.44947  0.00
H: -2.91370 0.69478 -4.15818  0.00

The value obtained for the orbital gap (alpha / beta) is 0.3181 / 0.3184 hartree. The multiplicity is 2. The charge is 0. As for the expectation value of S²: 0.75. For the LUMO energy (alpha / beta), the calculation gives -0.0214 / -0.0214 hartree. The value obtained for the energy relative to the best compared isomer or geometry (same formula, charge and spin) is 0.0 kcal/mol.

No. 6
C4H9N3O as an isolated structure. Source: OMol25; level of theory: ωB97M-V/def2-TZVPD.

Last column: natural (NBO) charge in e.
CARTESIAN COORDINATES (ANGSTROEM)
O: -1.67530 0.29574 -1.58092  -0.55
N: 1.07332 1.60694 -1.17580  -0.86
N: -1.79010 -2.12072 -0.47641  -1.08
N: -0.32556 -0.39285 0.27620  -0.44
C: 0.69529 -1.37324 0.61781  -0.41
C: -1.12169 -0.29098 -0.71209  0.91
C: 0.47959 1.32703 0.00661  0.35
C: 0.67258 1.94737 1.16759  -0.53
H: -1.93893 -2.37210 0.50011  0.33
H: 0.71162 -1.46822 1.70335  0.21
H: 0.52420 1.41242 -2.00612  0.41
H: 1.67022 -1.01809 0.27510  0.21
H: 0.33542 1.52832 2.10526  0.22
H: 0.46661 -2.33327 0.15529  0.25
H: 1.11423 2.94199 1.19637  0.21
H: 1.83166 2.27925 -1.19018  0.41
H: -2.72315 -1.96957 -0.86216  0.34

The value obtained for the orbital gap (alpha / beta) is 0.3135 / 0.3135 hartree. The multiplicity is 1. The charge is 0. For the LUMO energy (alpha / beta), the calculation gives 0.0160 / 0.0160 hartree. The value obtained for the energy relative to the best compared isomer or geometry (same formula, charge and spin) is 115.1 kcal/mol.